# 1
A molecular structure, C17H19N3O3. Source: the Open Molecules 2025 dataset; level of theory: the ωB97M-V functional and the def2-TZVPD basis.

Geometry as ORCA input:
```
! wB97M-V def2-TZVPD RIJCOSX def2/J DEFGRID3
* xyz 0 1
C -0.552 -2.889 -0.232
C -1.156 -1.598 -0.203
N -2.461 -1.461 -0.163
N -2.925 -0.291 -0.079
C -1.878 0.380 -0.190
C -0.832 -0.353 -0.088
C 0.483 0.071 -0.004
C 1.676 -0.512 -0.389
C 2.943 0.155 -0.382
O 3.196 1.290 -0.231
O 3.920 -0.576 -0.359
C 5.255 -0.333 -0.644
C 5.626 0.308 -1.849
H 5.218 0.125 -2.601
H 6.664 0.614 -1.990
H 5.063 1.426 -1.461
H 5.868 -1.564 -0.669
C 5.990 0.091 0.807
O 7.102 -0.286 1.150
N 5.460 1.330 1.303
H 5.836 1.697 1.922
H 4.532 1.762 0.920
H 1.709 -1.491 -0.278
H 0.638 1.323 0.058
C -1.973 2.200 -0.099
H -1.022 2.391 0.699
H -2.863 2.126 0.680
H -1.925 2.706 -0.850
C -4.425 0.018 0.139
C -5.141 -0.835 0.823
C -6.516 -0.415 0.793
C -7.090 0.564 0.088
C -6.205 1.462 -0.504
C -4.904 1.029 -0.651
H -4.288 1.721 -1.235
H -6.608 2.482 -0.996
H -8.087 0.809 0.120
H -7.169 -1.165 1.675
H -4.760 -1.618 1.244
H -0.131 -2.794 -1.138
H 0.144 -3.115 0.691
H -1.479 -3.615 -0.098
*
```

Kohn-Sham gap: 8.896 eV
ΔE to the lowest compared entry with this formula, charge and spin: 16.413 eV

These are the natural (NBO) partial charges, in e, on atoms 1 to 2: number 1, C, carries -0.64; number 2, C, carries 0.16

# 2
A molecular structure, C31H39Cl4N4O4PbSSb. Source: the Open Molecules 2025 dataset; level of theory: the ωB97M-V functional and the def2-TZVPD basis.

Geometry as ORCA input:
```
! wB97M-V def2-TZVPD RIJCOSX def2/J DEFGRID3
* xyz 2 1
Pb -1.590 1.624 0.828
C -3.630 3.700 -2.825
C -2.862 3.750 -1.537
O -2.310 2.718 -1.102
N -2.806 4.923 -0.911
C -2.052 5.173 0.313
C -2.888 4.908 1.542
C -3.593 5.921 2.173
C -4.368 5.617 3.281
C -4.416 4.307 3.728
C -3.683 3.356 3.042
N -2.936 3.641 1.974
H -3.486 2.728 -3.287
H -3.302 4.484 -3.506
H -4.693 3.845 -2.625
H -3.298 5.694 -1.335
H -1.718 6.209 0.296
H -1.160 4.548 0.311
H -3.527 6.936 1.805
H -4.928 6.392 3.787
H -5.004 4.025 4.589
H -3.698 2.316 3.356
Cl 5.974 2.033 0.492
C 4.280 2.284 0.538
C 3.727 3.544 0.307
Cl 4.750 4.875 -0.019
C 2.347 3.710 0.336
Cl 1.644 5.252 0.048
C 1.470 2.647 0.609
O 0.170 2.866 0.621
C 2.042 1.391 0.848
O 1.171 0.338 1.097
C 3.420 1.225 0.792
Cl 4.065 -0.365 1.063
C 0.539 -3.391 1.200
C 1.859 -2.824 1.710
Sb 1.549 -0.915 2.576
C -0.432 -0.947 3.304
C -0.573 -1.853 4.530
C 2.646 0.117 4.059
C 3.493 -0.813 4.921
H 0.748 -4.324 0.676
H 0.044 -2.722 0.492
H -0.159 -3.620 2.005
H 2.576 -2.650 0.910
H 2.322 -3.449 2.474
H -1.079 -1.262 2.483
H -0.668 0.091 3.548
H -0.385 -2.899 4.288
H -1.583 -1.792 4.934
H 0.110 -1.566 5.332
H 1.869 0.639 4.619
H 3.247 0.847 3.518
H 2.899 -1.579 5.421
H 3.985 -0.226 5.696
H 4.273 -1.302 4.337
C -0.366 -3.307 -5.530
C -1.587 -2.893 -4.716
C -1.459 -1.502 -4.109
N -0.372 -1.456 -3.129
C -0.463 -1.176 -1.849
S -1.888 -0.676 -1.077
N 0.690 -1.300 -1.096
C 1.761 -2.197 -1.187
O 2.728 -1.992 -0.490
C 1.630 -3.400 -2.051
C 0.471 -4.173 -2.035
C 0.426 -5.357 -2.753
C 1.527 -5.754 -3.502
C 2.680 -4.980 -3.523
C 2.741 -3.809 -2.783
H -0.538 -4.256 -6.035
H 0.519 -3.444 -4.902
H -0.133 -2.565 -6.296
H -1.771 -3.613 -3.915
H -2.477 -2.891 -5.348
H -2.370 -1.193 -3.606
H -1.223 -0.766 -4.881
H 0.537 -1.739 -3.472
H 0.733 -0.719 -0.268
H -0.388 -3.863 -1.449
H -0.464 -5.971 -2.727
H 1.488 -6.676 -4.067
H 3.536 -5.296 -4.102
H 3.644 -3.212 -2.762
*
```

Kohn-Sham gap: 7.989 eV
ΔE to the lowest compared entry with this formula, charge and spin: 0.817 eV

These are the Löwdin partial charges, in e, on atoms 1 to 2: number 1, Pb, carries 1.39; number 2, C, carries 0.03

# 3
A single C2H3N3O molecule. Source: the Open Molecules 2025 dataset; level of theory: the ωB97M-V functional and the def2-TZVPD basis.

Geometry as ORCA input:
```
! wB97M-V def2-TZVPD RIJCOSX def2/J DEFGRID3
* xyz 0 1
O 1.851 0.082 -0.457
C 0.550 -0.234 -0.160
C -0.498 0.740 0.069
N -1.709 0.378 0.250
N -0.287 -2.524 -0.269
N 0.167 -1.484 -0.239
H 2.373 0.081 0.357
H -0.136 1.775 0.062
H -2.311 1.186 0.387
*
```

Kohn-Sham gap: 8.749 eV
ΔE to the lowest compared entry with this formula, charge and spin: 2.715 eV

These are the natural (NBO) partial charges, in e, on atoms 1 to 2: number 1, O, carries -0.67; number 2, C, carries 0.14

# 4
A molecular structure, C45H50CsF6N2O2P2. Source: the Open Molecules 2025 dataset; level of theory: the ωB97M-V functional and the def2-TZVPD basis.

Geometry as ORCA input:
```
! wB97M-V def2-TZVPD RIJCOSX def2/J DEFGRID3
* xyz -1 1
Cs 0.948 -1.284 0.351
O -2.697 2.676 0.016
N -1.414 2.983 0.439
C -1.105 4.169 0.126
C 0.200 4.762 0.449
C 0.356 6.088 0.048
C 1.534 6.781 0.272
C 2.575 6.135 0.917
C 2.426 4.819 1.333
C 1.253 4.100 1.114
P 1.153 2.312 1.579
C 2.758 2.103 2.433
C 3.030 2.455 3.753
C 4.298 2.274 4.284
C 5.314 1.741 3.503
C 5.052 1.371 2.193
C 3.780 1.544 1.668
C -0.027 2.368 2.978
C -0.223 3.483 3.788
C -1.110 3.436 4.854
C -1.814 2.270 5.121
C -1.640 1.158 4.308
C -0.759 1.212 3.239
H -2.777 1.736 0.230
H -1.825 4.792 -0.404
H -0.469 6.579 -0.454
H 1.631 7.808 -0.054
H 3.510 6.648 1.102
H 3.253 4.340 1.840
H 2.244 2.860 4.377
H 4.489 2.537 5.317
H 6.299 1.587 3.925
H 5.829 0.925 1.585
H 3.575 1.229 0.651
H 0.317 4.400 3.579
H -1.250 4.310 5.477
H -2.505 2.231 5.954
H -2.194 0.247 4.499
H -0.661 0.350 2.588
C -5.015 -0.970 -2.155
C -3.825 -0.441 -1.358
C -3.890 -1.025 0.059
P -2.066 -0.684 -1.979
C -1.832 0.733 -3.163
C -2.858 0.957 -4.266
C -0.430 0.594 -3.758
C -2.075 -2.167 -3.044
C -2.973 -2.426 -4.077
C -2.938 -3.575 -4.859
C -3.959 -3.827 -5.936
C -1.936 -4.502 -4.563
C -1.009 -4.294 -3.566
C -1.015 -3.104 -2.780
N -0.104 -2.795 -1.870
C 0.876 -3.657 -1.423
C 0.592 -4.659 -0.471
C -0.836 -4.871 -0.050
C 1.627 -5.388 0.095
C 2.959 -5.151 -0.226
C 4.069 -5.892 0.468
C 3.232 -4.158 -1.158
C 2.222 -3.413 -1.755
C 2.535 -2.323 -2.743
H -5.943 -0.784 -1.607
H -4.928 -2.046 -2.315
H -5.108 -0.500 -3.133
H -3.929 0.649 -1.299
H -3.723 -2.106 0.029
H -4.865 -0.851 0.523
H -3.115 -0.620 0.717
H -1.837 1.609 -2.503
H -2.843 0.137 -4.986
H -2.629 1.876 -4.815
H -3.873 1.052 -3.877
H -0.361 -0.313 -4.363
H 0.331 0.523 -2.978
H -0.191 1.449 -4.397
H -3.748 -1.700 -4.289
H -4.412 -2.891 -6.271
H -4.773 -4.477 -5.601
H -3.510 -4.301 -6.812
H -1.877 -5.417 -5.148
H -0.232 -5.028 -3.385
H -1.260 -3.945 0.353
H -0.905 -5.645 0.715
H -1.465 -5.149 -0.898
H 1.390 -6.139 0.842
H 3.757 -6.898 0.754
H 4.378 -5.375 1.380
H 4.947 -5.984 -0.174
H 4.266 -3.954 -1.427
H 3.586 -2.351 -3.034
H 2.323 -1.329 -2.331
H 1.910 -2.411 -3.633
C 1.198 -1.392 4.893
C 2.013 -2.041 3.761
O 1.773 -1.485 2.555
C 3.511 -1.899 4.112
F 3.812 -0.608 4.352
F 4.327 -2.310 3.128
F 3.876 -2.586 5.229
C 1.645 -3.545 3.707
F 0.390 -3.694 3.232
F 2.453 -4.260 2.907
F 1.662 -4.162 4.918
H 1.353 -0.316 4.833
H 1.463 -1.747 5.891
H 0.142 -1.593 4.713
*
```

Kohn-Sham gap: 5.592 eV
ΔE to the lowest compared entry with this formula, charge and spin: 0.298 eV

These are the Löwdin partial charges, in e, on atoms 1 to 2: number 1, Cs, carries 1.21; number 2, O, carries -0.05

# 5
A molecular structure, C37H46GeN4ORuSi3. Source: the Open Molecules 2025 dataset; level of theory: the ωB97M-V functional and the def2-TZVPD basis.

Geometry as ORCA input:
```
! wB97M-V def2-TZVPD RIJCOSX def2/J DEFGRID3
* xyz 0 1
Ru -0.281 0.132 0.028
C 3.450 -0.224 1.676
Si 1.933 -1.099 2.386
C 2.257 -1.267 4.233
C 1.928 -2.852 1.685
C 0.332 -0.214 2.061
Si 0.230 1.516 2.722
C 1.863 2.443 2.764
C -0.464 1.588 4.465
C -0.863 2.529 1.525
Si -1.164 -1.248 2.427
C -1.318 -2.188 4.037
C -2.741 -0.264 2.131
C -1.168 -2.462 0.975
C -1.587 -3.782 0.915
C -1.614 -4.445 -0.300
C -1.253 -3.761 -1.449
C -0.862 -2.444 -1.344
N -0.795 -1.828 -0.158
H 4.159 -0.962 1.291
H 3.965 0.354 2.445
H 3.212 0.459 0.861
H 3.195 -1.798 4.410
H 1.462 -1.813 4.745
H 2.345 -0.285 4.707
H 2.951 -3.238 1.680
H 1.548 -2.907 0.664
H 1.328 -3.531 2.296
H 2.586 1.989 3.442
H 1.678 3.463 3.112
H 2.325 2.508 1.776
H 0.146 0.965 5.124
H -1.492 1.226 4.524
H -0.450 2.606 4.862
H -0.917 2.208 0.466
H -0.482 3.552 1.476
H -1.901 2.570 1.859
H -1.105 -1.539 4.888
H -0.625 -3.030 4.082
H -2.333 -2.572 4.156
H -2.928 0.450 2.935
H -3.594 -0.944 2.069
H -2.743 0.297 1.188
H -1.891 -4.280 1.826
H -1.932 -5.478 -0.354
H -1.290 -4.223 -2.426
H -0.610 -1.848 -2.211
C 1.275 -0.072 -0.802
Ge 1.602 0.688 -2.617
C 0.682 -0.431 -3.916
C -0.491 -0.023 -4.547
C -1.165 -0.879 -5.407
C -0.673 -2.155 -5.646
C 0.499 -2.571 -5.031
C 1.173 -1.712 -4.173
C 1.104 2.569 -2.695
C 0.901 3.222 -3.910
C 0.546 4.565 -3.944
C 0.406 5.277 -2.760
C 0.630 4.646 -1.544
C 0.975 3.302 -1.517
C 3.530 0.530 -2.901
C 4.394 0.963 -1.894
C 5.769 0.907 -2.060
C 6.303 0.416 -3.243
C 5.459 -0.012 -4.257
C 4.081 0.045 -4.085
H 1.990 -0.871 -0.552
H -0.900 0.960 -4.350
H -2.081 -0.553 -5.883
H -1.204 -2.824 -6.311
H 0.889 -3.564 -5.218
H 2.085 -2.050 -3.692
H 1.006 2.678 -4.843
H 0.379 5.056 -4.894
H 0.127 6.322 -2.786
H 0.530 5.198 -0.618
H 1.147 2.820 -0.559
H 3.991 1.351 -0.965
H 6.424 1.244 -1.267
H 7.376 0.370 -3.376
H 5.871 -0.391 -5.183
H 3.433 -0.289 -4.887
N -2.356 2.600 -2.460
C -2.440 1.346 -1.960
O -1.353 0.721 -1.734
C -3.709 0.780 -1.720
C -3.798 -0.547 -1.246
N -3.862 -1.625 -0.837
C -4.879 1.522 -2.006
N -5.816 2.164 -2.214
H -1.446 2.981 -2.659
H -3.182 3.094 -2.750
*
```

Kohn-Sham gap: 7.102 eV
ΔE to the lowest compared entry with this formula, charge and spin: 0.090 eV

These are the Löwdin partial charges, in e, on atoms 1 to 2: number 1, Ru, carries 1.10; number 2, C, carries -0.18

# 6
A single CH2Cl2S2 molecule. Source: the Open Molecules 2025 dataset; level of theory: the ωB97M-V functional and the def2-TZVPD basis.

Geometry as ORCA input:
```
! wB97M-V def2-TZVPD RIJCOSX def2/J DEFGRID3
* xyz 0 1
C -0.820 -0.085 -0.649
S 1.739 0.666 0.820
S 1.035 -0.211 -0.921
Cl -1.256 1.485 0.036
Cl -1.272 -1.366 0.437
H -1.387 -0.355 -1.572
H 1.961 -0.135 1.848
*
```

Kohn-Sham gap: 9.726 eV
ΔE to the lowest compared entry with this formula, charge and spin: 0.075 eV

These are the natural (NBO) partial charges, in e, on atoms 1 to 2: number 1, C, carries -0.42; number 2, S, carries -0.13

# 7
A molecular structure, C11H25IIrNO2P2. Source: the Open Molecules 2025 dataset; level of theory: the ωB97M-V functional and the def2-TZVPD basis.

Geometry as ORCA input:
```
! wB97M-V def2-TZVPD RIJCOSX def2/J DEFGRID3
* xyz 1 6
C 1.258 -2.978 -0.894
C 1.095 -1.618 -0.593
N 0.134 -1.216 0.292
C -0.679 -2.133 0.893
C -0.569 -3.497 0.594
C 0.413 -3.926 -0.307
C 1.924 -0.547 -1.255
P 1.942 1.010 -0.234
Ir -0.165 0.892 0.662
P -2.117 0.172 1.582
C -1.648 -1.609 1.929
O 0.863 0.697 -3.986
O -0.653 2.579 -2.721
H 2.035 -3.279 -1.603
H -1.238 -4.212 1.081
H 0.521 -4.989 -0.546
C 3.373 0.817 0.912
C 2.475 2.339 -1.380
H -2.513 -2.284 2.050
H -1.115 -1.561 2.899
H 1.442 -0.229 -2.212
H 2.931 -0.924 -1.507
C -2.714 0.806 3.200
C -3.647 0.060 0.561
H -0.763 1.981 -1.921
H -0.502 3.451 -2.314
H 0.378 1.492 -3.633
H 0.132 0.114 -4.257
H 0.489 0.816 2.204
H -0.895 0.995 -0.873
H 4.324 0.692 0.365
H 3.430 1.711 1.555
H 3.185 -0.058 1.555
H 3.427 2.097 -1.883
H 1.675 2.481 -2.121
H 2.583 3.265 -0.791
H -4.459 -0.483 1.076
H -3.980 1.085 0.324
H -3.391 -0.443 -0.385
H -3.567 0.227 3.594
H -1.871 0.785 3.909
H -3.014 1.858 3.057
I -0.528 3.563 1.120
*
```

Kohn-Sham gap (spin up / spin down): 6.034 / 5.194 eV

These are the natural (NBO) partial charges, in e, on atoms 1 to 2: number 1, C, carries -0.07; number 2, C, carries 0.38

# 8
5 unconnected molecules or ions with the total composition C17H34FI2NO14. Source: the Open Molecules 2025 dataset; level of theory: the ωB97M-V functional and the def2-TZVPD basis.

Geometry as ORCA input:
```
! wB97M-V def2-TZVPD RIJCOSX def2/J DEFGRID3
* xyz 0 1
N 7.847 -2.311 1.146
C 6.566 -2.139 0.450
C 5.549 -3.132 1.014
O 4.682 -3.681 0.021
C 3.777 -2.764 -0.505
I 3.651 -3.033 -2.625
C 2.416 -2.970 0.135
O 1.519 -1.915 -0.201
C 1.570 -0.812 0.573
F 0.326 -0.546 1.031
I 2.240 0.921 -0.527
H 8.587 -1.882 0.602
H 7.837 -1.788 2.015
H 6.695 -2.332 -0.616
H 6.189 -1.112 0.539
H 6.086 -3.979 1.436
H 4.955 -2.680 1.819
H 4.108 -1.730 -0.384
H 2.538 -3.036 1.222
H 1.951 -3.882 -0.232
H 2.239 -0.910 1.428
C -2.087 -3.731 6.639
O -2.206 -3.992 5.236
C -1.184 -3.555 4.508
O -0.209 -2.986 4.929
O -1.416 -3.853 3.230
C -0.383 -3.420 2.338
H -2.987 -4.142 7.085
H -1.204 -4.219 7.045
H -2.028 -2.660 6.824
H 0.559 -3.904 2.599
H -0.277 -2.340 2.381
H -0.702 -3.725 1.346
C -1.033 7.375 0.764
O -0.361 6.193 1.212
C -0.980 5.057 0.901
O -2.018 4.966 0.295
O -0.268 4.040 1.372
C -0.824 2.748 1.090
H -0.411 8.201 1.091
H -1.124 7.374 -0.321
H -2.023 7.443 1.211
H -0.880 2.585 0.016
H -1.814 2.651 1.532
H -0.145 2.032 1.537
C 0.579 1.590 -7.023
O 1.116 0.715 -6.026
C 0.232 0.332 -5.103
O -0.924 0.662 -5.062
O 0.848 -0.472 -4.242
C 0.012 -0.964 -3.188
H 1.406 1.809 -7.690
H -0.228 1.102 -7.566
H 0.205 2.505 -6.568
H -0.809 -1.553 -3.593
H -0.384 -0.139 -2.598
H 0.653 -1.588 -2.575
C -7.029 0.085 -1.090
O -6.330 1.114 -1.795
C -5.664 1.964 -1.009
O -5.629 1.913 0.195
O -5.062 2.862 -1.774
C -4.313 3.854 -1.048
H -7.511 -0.513 -1.857
H -6.336 -0.524 -0.514
H -7.772 0.515 -0.422
H -3.538 3.386 -0.449
H -4.980 4.426 -0.407
H -3.867 4.495 -1.801
*
```

Kohn-Sham gap: 9.769 eV

These are the natural (NBO) partial charges, in e, on atoms 1 to 2: number 1, N, carries -0.83; number 2, C, carries -0.26

Number 1: F_max 19.59 eV/A, molar mass 313.357 g/mol, E_tot -1048.6449 hartree. Number 2: F_max 2.00 eV/A, molar mass 1034.516 g/mol, E_tot -4396.2723 hartree. Number 3: F_max 1.34 eV/A, molar mass 85.066 g/mol, E_tot -317.4325 hartree. Number 4: F_max 2.48 eV/A, molar mass 959.748 g/mol, E_tot -3306.8769 hartree. Number 5: F_max 0.86 eV/A, molar mass 820.740 g/mol, E_tot -4772.1211 hartree. Number 6: F_max 1.90 eV/A, molar mass 149.067 g/mol, E_tot -1756.0380 hartree. Number 7: F_max 3.37 eV/A, molar mass 584.395 g/mol, E_tot -1723.7060 hartree. Number 8: F_max 0.51 eV/A, molar mass 749.258 g/mol, E_tot -2471.5126 hartree.